The following is a quantum chemistry calculation of a cluster of 7 separate species, C50H112N6O4P in total at a distorted geometry, from OMol25.

Values from the calculation:
relative energy (zero: lowest compared OMol25 entry of this formula, charge and spin)	0.00	kcal/mol
F_max	4.27	eV/Å
charge	+3
E_HOMO	-12.64	eV
gap between HOMO and LUMO	7.454	eV
E	-2942.2132	Ha
LUMO energy	-5.185	eV

Bonds (Å) are listed after each position.
Cartesian coordinates (Å):
1 P -0.076 -0.027 -0.190  O2 1.571, O3 1.596, O4 1.578, O5 1.675
2 O 0.037 1.409 0.438  P1 1.571
3 O -0.780 0.101 -1.617  P1 1.596
4 O -0.790 -1.092 0.731  P1 1.578
5 O 1.501 -0.532 -0.444  P1 1.675
6 C -4.562 -1.215 1.271  C7 1.468, H15 1.090, H16 1.090, H17 1.090
7 C -4.391 -2.206 0.202  C6 1.468, C8 1.561, H18 1.090, H19 1.090
8 C -3.713 -1.407 -0.955  C7 1.561, N9 1.537, H20 1.090, H21 1.090
9 N -3.363 -2.156 -2.251  C8 1.537, C10 1.573, C11 1.510, C14 1.545
10 C -2.046 -2.970 -1.981  N9 1.573, H22 1.090, H23 1.090, H24 1.090
11 C -3.222 -1.259 -3.458  N9 1.510, C12 1.558, H25 1.090, H26 1.090
12 C -3.459 -2.189 -4.685  C11 1.558, C13 1.571, H27 1.090, H28 1.090
13 C -4.589 -3.167 -4.203  C12 1.571, C14 1.515, H29 1.090, H30 1.090
14 C -4.499 -3.106 -2.692  N9 1.545, C13 1.515, H31 1.090, H32 1.090
15 H -4.798 -1.709 2.213  C6 1.090
16 H -5.304 -0.467 0.994  C6 1.090
17 H -3.634 -0.703 1.524  C6 1.090
18 H -5.284 -2.734 -0.131  C7 1.090
19 H -3.790 -3.075 0.469  C7 1.090
20 H -2.802 -0.947 -0.571  C8 1.090
21 H -4.324 -0.529 -1.166  C8 1.090
22 H -1.280 -2.207 -1.843  C10 1.090
23 H -1.820 -3.558 -2.870  C10 1.090
24 H -2.149 -3.575 -1.080  C10 1.090
25 H -2.237 -0.795 -3.505  C11 1.090
26 H -4.033 -0.555 -3.269  C11 1.090
27 H -2.552 -2.794 -4.676  C12 1.090
28 H -3.678 -1.698 -5.633  C12 1.090
29 H -4.486 -4.222 -4.457  C13 1.090
30 H -5.566 -2.794 -4.513  C13 1.090
31 H -4.377 -4.163 -2.454  C14 1.090
32 H -5.461 -2.776 -2.301  C14 1.090
33 C 5.631 -2.853 -0.809  C34 1.534, H42 1.090, H43 1.090, H44 1.090
34 C 4.482 -3.730 -0.298  C33 1.534, C35 1.494, H45 1.090, H46 1.090
35 C 3.624 -2.867 0.567  C34 1.494, N36 1.552, H47 1.090, H48 1.090
36 N 2.298 -3.554 0.991  C35 1.552, C37 1.552, C38 1.532, C41 1.589
37 C 1.539 -2.657 2.006  N36 1.552, H49 1.090, H50 1.090, H51 1.090
38 C 1.383 -3.742 -0.224  N36 1.532, C39 1.553, H52 1.090, H53 1.090
39 C 1.505 -5.211 -0.714  C38 1.553, C40 1.536, H54 1.090, H55 1.090
40 C 2.087 -6.031 0.448  C39 1.536, C41 1.463, H56 1.090, H57 1.090
41 C 2.412 -5.058 1.490  N36 1.589, C40 1.463, H58 1.090, H59 1.090
42 H 5.409 -2.057 -1.520  C33 1.090
43 H 6.389 -3.432 -1.335  C33 1.090
44 H 6.129 -2.363 0.028  C33 1.090
45 H 4.801 -4.557 0.336  C34 1.090
46 H 3.971 -3.964 -1.232  C34 1.090
47 H 3.338 -1.944 0.063  C35 1.090
48 H 4.113 -2.625 1.510  C35 1.090
49 H 1.495 -1.656 1.578  C37 1.090
50 H 2.067 -2.818 2.946  C37 1.090
51 H 0.556 -3.127 2.045  C37 1.090
52 H 0.323 -3.563 -0.042  C38 1.090
53 H 1.595 -2.993 -0.986  C38 1.090
54 H 0.487 -5.569 -0.863  C39 1.090
55 H 2.131 -5.309 -1.601  C39 1.090
56 H 1.368 -6.702 0.919  C40 1.090
57 H 2.887 -6.697 0.124  C40 1.090
58 H 1.869 -5.176 2.429  C41 1.090
59 H 3.431 -5.076 1.875  C41 1.090
60 C 1.434 -4.010 -4.174  C61 1.565, H69 1.090, H70 1.090, H71 1.090
61 C 2.392 -2.785 -3.999  C60 1.565, C62 1.549, H72 1.090, H73 1.090
62 C 1.734 -1.425 -3.653  C61 1.549, N63 1.579, H74 1.090, H75 1.090
63 N 2.657 -0.144 -3.630  C62 1.579, C64 1.585, C65 1.570, C68 1.539
64 C 4.012 -0.416 -2.853  N63 1.585, H76 1.090, H77 1.090, H78 1.090
65 C 1.815 1.116 -3.222  N63 1.570, C66 1.543, H79 1.090, H80 1.090
66 C 1.001 1.581 -4.449  C65 1.543, C67 1.535, H81 1.090, H82 1.090
67 C 1.919 1.092 -5.578  C66 1.535, C68 1.505, H83 1.090, H84 1.090
68 C 3.091 0.323 -5.030  N63 1.539, C67 1.505, H85 1.090, H86 1.090
69 H 1.961 -4.785 -4.730  C60 1.090
70 H 0.604 -3.685 -4.800  C60 1.090
71 H 0.983 -4.386 -3.255  C60 1.090
72 H 3.060 -2.581 -4.835  C61 1.090
73 H 3.112 -3.083 -3.237  C61 1.090
74 H 1.264 -1.481 -2.671  C62 1.090
75 H 0.951 -1.088 -4.332  C62 1.090
76 H 4.575 0.516 -2.800  C64 1.090
77 H 4.436 -1.233 -3.438  C64 1.090
78 H 3.770 -0.799 -1.862  C64 1.090
79 H 2.538 1.901 -3.003  C65 1.090
80 H 1.201 1.000 -2.329  C65 1.090
81 H 0.942 2.667 -4.516  C66 1.090
82 H 0.033 1.084 -4.380  C66 1.090
83 H 2.265 1.821 -6.311  C67 1.090
84 H 1.295 0.574 -6.306  C67 1.090
85 H 3.998 0.926 -4.986  C68 1.090
86 H 3.391 -0.525 -5.646  C68 1.090
87 C 3.836 -0.429 3.697  C88 1.579, H96 1.090, H97 1.090, H98 1.090
88 C 4.075 0.462 2.416  C87 1.579, C89 1.544, H99 1.090, H100 1.090
89 C 2.921 1.461 2.185  C88 1.544, N90 1.539, H101 1.090, H102 1.090
90 N 3.309 2.627 1.259  C89 1.539, C91 1.551, C92 1.531, C95 1.597
91 C 3.622 2.243 -0.211  N90 1.551, H103 1.090, H104 1.090, H105 1.090
92 C 4.450 3.435 1.882  N90 1.531, C93 1.523, H106 1.090, H107 1.090
93 C 4.325 4.884 1.431  C92 1.523, C94 1.508, H108 1.090, H109 1.090
94 C 2.847 5.117 1.238  C93 1.508, C95 1.546, H110 1.090, H111 1.090
95 C 2.158 3.733 1.201  N90 1.597, C94 1.546, H112 1.090, H113 1.090
96 H 4.515 -1.281 3.715  C87 1.090
97 H 2.852 -0.880 3.568  C87 1.090
98 H 3.957 0.085 4.651  C87 1.090
99 H 3.951 -0.191 1.552  C88 1.090
100 H 5.055 0.935 2.355  C88 1.090
101 H 2.542 1.953 3.080  C89 1.090
102 H 2.107 0.979 1.644  C89 1.090
103 H 4.436 1.530 -0.080  C91 1.090
104 H 3.765 3.208 -0.697  C91 1.090
105 H 2.636 1.848 -0.454  C91 1.090
106 H 5.387 2.953 1.603  C92 1.090
107 H 4.281 3.463 2.959  C92 1.090
108 H 4.820 4.735 0.472  C93 1.090
109 H 4.720 5.688 2.052  C93 1.090
110 H 2.700 5.684 0.319  C94 1.090
111 H 2.340 5.588 2.080  C94 1.090
112 H 1.546 3.643 0.303  C95 1.090
113 H 1.530 3.570 2.077  C95 1.090
114 C 0.673 4.964 -2.147  C115 1.568, H124 1.090, H125 1.090, H126 1.090
115 C -0.856 4.614 -2.149  C114 1.568, C116 1.508, H127 1.090, H128 1.090
116 C -1.278 3.516 -1.204  C115 1.508, N117 1.544, H129 1.090, H130 1.090
117 N -2.788 3.201 -1.282  C116 1.544, C118 1.564, C122 1.607, C123 1.540
118 C -3.328 2.987 -2.734  N117 1.564, C119 1.527, H131 1.090, H132 1.090
119 C -4.834 2.743 -2.778  C118 1.527, C120 1.578, H133 1.090, H134 1.090
120 C -5.608 3.855 -1.967  C119 1.578, C121 1.525, H135 1.090, H136 1.090
121 C -5.157 4.156 -0.542  C120 1.525, C122 1.592, H137 1.090, H138 1.090
122 C -3.587 4.415 -0.596  N117 1.607, C121 1.592, H139 1.090, H140 1.090
123 C -2.969 1.999 -0.336  N117 1.540, H141 1.090, H142 1.090, H143 1.090
124 H 0.912 5.628 -1.316  C114 1.090
125 H 1.019 5.560 -2.992  C114 1.090
126 H 1.214 4.024 -2.046  C114 1.090
127 H -1.021 4.226 -3.154  C115 1.090
128 H -1.493 5.483 -1.986  C115 1.090
129 H -0.998 3.661 -0.161  C116 1.090
130 H -0.892 2.544 -1.508  C116 1.090
131 H -3.197 3.924 -3.275  C118 1.090
132 H -2.669 2.188 -3.071  C118 1.090
133 H -5.175 2.667 -3.810  C119 1.090
134 H -4.932 1.815 -2.214  C119 1.090
135 H -5.573 4.806 -2.499  C120 1.090
136 H -6.644 3.516 -1.994  C120 1.090
137 H -5.543 4.985 0.051  C121 1.090
138 H -5.471 3.241 -0.039  C121 1.090
139 H -3.328 5.222 -1.281  C122 1.090
140 H -3.248 4.685 0.405  C122 1.090
141 H -2.507 2.181 0.634  C123 1.090
142 H -2.524 1.137 -0.832  C123 1.090
143 H -4.005 1.693 -0.187  C123 1.090
144 C -4.596 -1.228 5.813  C145 1.543, H154 1.090, H155 1.090, H156 1.090
145 C -3.662 -0.602 4.757  C144 1.543, C146 1.572, H157 1.090, H158 1.090
146 C -2.613 0.330 5.467  C145 1.572, N147 1.604, H159 1.090, H160 1.090
147 N -1.399 0.744 4.505  C146 1.604, C148 1.577, C152 1.569, C153 1.512
148 C -0.508 -0.526 4.227  N147 1.577, C149 1.615, H161 1.090, H162 1.090
149 C 0.222 -0.985 5.592  C148 1.615, C150 1.548, H163 1.090, H164 1.090
150 C 1.034 0.123 6.307  C149 1.548, C151 1.587, H165 1.090, H166 1.090
151 C 0.096 1.395 6.451  C150 1.587, C152 1.533, H167 1.090, H168 1.090
152 C -0.454 1.850 5.094  N147 1.569, C151 1.533, H169 1.090, H170 1.090
153 C -1.961 1.247 3.195  N147 1.512, H171 1.090, H172 1.090, H173 1.090
154 H -4.201 -1.965 6.513  C144 1.090
155 H -5.385 -1.739 5.262  C144 1.090
156 H -5.002 -0.404 6.400  C144 1.090
157 H -4.220 0.052 4.087  C145 1.090
158 H -3.130 -1.441 4.308  C145 1.090
159 H -2.192 -0.216 6.311  C146 1.090
160 H -3.144 1.173 5.909  C146 1.090
161 H -0.998 -1.343 3.697  C148 1.090
162 H 0.300 -0.210 3.566  C148 1.090
163 H -0.503 -1.495 6.227  C149 1.090
164 H 0.946 -1.715 5.232  C149 1.090
165 H 1.322 -0.192 7.310  C150 1.090
166 H 1.883 0.254 5.636  C150 1.090
167 H -0.728 1.358 7.164  C151 1.090
168 H 0.690 2.180 6.919  C151 1.090
169 H -1.044 2.764 5.170  C152 1.090
170 H 0.316 2.075 4.356  C152 1.090
171 H -1.238 1.865 2.662  C153 1.090
172 H -2.820 1.895 3.371  C153 1.090
173 H -2.110 0.343 2.605  C153 1.090